C16H28N2O2 in the gas phase. Source: OMol25; level of theory: ωB97M-V/def2-TZVPD.

Output
Largest force on an atom   5.86 eV Å⁻¹
Multiplicity   1
Kohn-Sham gap   8.87 eV
Total charge   0
SMILES   CCCCCCCCCCOC(=O)/C(C#N)=C/NCC

Last columns: bonded neighbours and bond lengths (Å).
CARTESIAN COORDINATES (ANGSTROEM)
1 O 1.67828 0.42445 -2.18931  C7 1.386, C9 1.428
2 O 0.17470 0.80936 -0.38787  C9 1.200
3 N 0.55626 2.84903 -4.41796  C18 1.189
4 N -2.18634 3.40083 -2.20014  C5 1.419, C6 1.378, H25 1.001
5 C -3.42481 3.84581 -1.66812  N4 1.419, C10 1.525, H28 1.143, H43 1.048
6 C -1.52815 2.30270 -1.69004  N4 1.378, C16 1.370, H33 1.029
7 C 2.66140 -0.05383 -1.33736  O1 1.386, C13 1.485, H44 1.047, H46 1.141
8 C -2.91437 -1.82571 1.16783  C12 1.547, H24 1.106, H26 1.068, H38 1.111
9 C 0.53991 0.96806 -1.51976  O1 1.428, O2 1.200, C16 1.441
10 C -4.39988 4.56205 -2.59672  C5 1.525, H36 1.071, H39 1.097, H45 1.123
11 C -0.45568 -2.20359 2.07080  C12 1.564, C15 1.586, H21 1.101, H32 1.148
12 C -1.70534 -1.26987 1.95744  C8 1.547, C11 1.564, H35 1.163, H47 1.126
13 C 2.32437 -1.49313 -1.19320  C7 1.485, C14 1.494, H27 1.094, H31 1.141
14 C 3.21411 -2.31834 -0.32211  C13 1.494, C20 1.576, H23 1.118, H42 1.110
15 C 0.50862 -1.88519 3.28968  C11 1.586, C19 1.605, H29 1.077, H34 1.131
16 C -0.32992 1.88751 -2.20887  C6 1.370, C9 1.441, C18 1.385
17 C 2.62326 -1.16985 1.87230  C19 1.567, C20 1.505, H40 1.126, H48 1.110
18 C 0.09826 2.33804 -3.44668  N3 1.189, C16 1.385
19 C 2.03061 -2.20203 2.89087  C15 1.605, C17 1.567, H22 1.130, H37 1.086
20 C 3.74536 -1.72286 1.03635  C14 1.576, C17 1.505, H30 1.169, H41 1.139
21 H -0.10921 -2.34378 1.03544  C11 1.101
22 H 2.62782 -2.15570 3.84958  C19 1.130
23 H 2.59200 -3.23040 -0.14739  C14 1.118
24 H -3.78171 -1.35149 1.66346  C8 1.106
25 H -1.65924 3.91611 -2.87803  N4 1.001
26 H -3.12403 -2.87089 1.23003  C8 1.068
27 H 2.38187 -1.92255 -2.19797  C13 1.094
28 H -4.02028 3.10306 -1.03465  C5 1.143
29 H 0.38561 -0.82257 3.41411  C15 1.077
30 H 4.33091 -2.48545 1.70043  C20 1.169
31 H 1.30897 -1.73946 -0.73455  C13 1.141
32 H -0.87105 -3.24110 2.33362  C11 1.148
33 H -1.87579 1.89407 -0.81232  C6 1.029
34 H 0.10687 -2.36642 4.23061  C15 1.131
35 H -2.06494 -1.05217 3.04184  C12 1.163
36 H -4.81230 3.86287 -3.29531  C10 1.071
37 H 2.04444 -3.23840 2.56782  C19 1.086
38 H -2.92705 -1.69605 0.06465  C8 1.111
39 H -3.87805 5.40189 -3.07154  C10 1.097
40 H 1.73752 -0.83441 1.26334  C17 1.126
41 H 4.58862 -0.99947 0.78550  C20 1.139
42 H 4.08558 -2.53466 -0.97540  C14 1.110
43 H -3.15629 4.42274 -0.83586  C5 1.048
44 H 2.55096 0.47306 -0.43962  C7 1.047
45 H -5.17674 5.13611 -2.02344  C10 1.123
46 H 3.73579 0.00934 -1.71485  C7 1.141
47 H -1.23636 -0.33836 1.53272  C12 1.126
48 H 3.00542 -0.23933 2.34069  C17 1.110